Below is 12 unconnected molecules or ions with the total composition C40H109N5O22, with properties calculated with ωB97M-V/def2-TZVPD.

Last columns: bonded neighbours and bond lengths (Å).
Positions of all 176 atoms, in Å:
1 C -3.87922 1.08986 -0.40911  O2 1.441, H7 1.098, H8 1.103, H9 1.074
2 O -4.90265 0.34487 0.27879  C1 1.441, C3 1.410
3 C -4.36229 -0.85865 0.77635  O2 1.410, C4 1.566, H10 1.094, H11 1.114
4 C -5.45170 -1.82260 1.35760  C3 1.566, C5 1.512, N6 1.464, H12 1.093
5 C -6.60596 -1.03130 1.92933  C4 1.512, H13 1.091, H14 1.091, H15 1.096
6 N -4.83407 -2.73202 2.32398  C4 1.464, H16 1.011, H17 1.018
7 H -4.37531 2.04946 -0.60590  C1 1.098
8 H -3.46655 0.66190 -1.33861  C1 1.103
9 H -3.08677 1.29081 0.28706  C1 1.074
10 H -3.81425 -1.34436 -0.03625  C3 1.094
11 H -3.65558 -0.63615 1.60805  C3 1.114
12 H -5.86535 -2.35114 0.49459  C4 1.093
13 H -6.30390 -0.24948 2.62815  C5 1.091
14 H -7.23879 -1.75334 2.44808  C5 1.091
15 H -7.17532 -0.56821 1.11484  C5 1.096
16 H -4.15258 -3.25414 1.78925  N6 1.011
17 H -5.55289 -3.34088 2.70857  N6 1.018
18 C -0.60896 -0.53420 -1.93366  O19 1.362, H24 1.123, H25 1.101, H26 1.116
19 O -0.05831 -0.43351 -0.69247  C18 1.362, C20 1.423
20 C 0.25269 0.89309 -0.28198  O19 1.423, C21 1.551, H27 1.125, H28 1.147
21 C 0.66033 0.77879 1.21020  C20 1.551, C22 1.527, N23 1.488, H29 1.108
22 C -0.56230 0.22545 1.93905  C21 1.527, H30 1.079, H31 1.116, H32 1.091
23 N 0.97004 2.12909 1.75330  C21 1.488, H33 1.007, H34 1.022
24 H -1.50943 0.13351 -1.99625  C18 1.123
25 H -0.88706 -1.59711 -2.01195  C18 1.101
26 H 0.08998 -0.28844 -2.76855  C18 1.116
27 H 1.15156 1.28626 -0.83248  C20 1.125
28 H -0.63566 1.58905 -0.48627  C20 1.147
29 H 1.55108 0.12721 1.30407  C21 1.108
30 H -0.81970 -0.75219 1.56107  C22 1.079
31 H -1.42635 0.90469 1.74494  C22 1.116
32 H -0.36972 0.15547 3.01099  C22 1.091
33 H 0.25065 2.74220 1.40560  N23 1.007
34 H 0.87934 2.14211 2.77154  N23 1.022
35 C 1.14137 4.28915 -3.95318  O36 1.425, H44 1.087, H45 1.102, H46 1.106
36 O 1.82459 3.69033 -2.85572  C35 1.425, C37 1.386
37 C 2.23991 4.54654 -1.84742  O36 1.386, C38 1.513, H47 1.108, H48 1.084
38 C 1.12251 5.03728 -0.95253  C37 1.513, N39 1.491, H49 1.086, H50 1.087
39 N 0.75469 6.45172 -1.24915  C38 1.491, C40 1.463, H51 1.036
40 C -0.28431 6.89292 -0.31914  N39 1.463, C41 1.532, H52 1.070, H53 1.088
41 C -0.59282 8.37993 -0.51969  C40 1.532, O42 1.402, H54 1.100, H55 1.123
42 O -1.05727 8.56817 -1.82865  C41 1.402, C43 1.432
43 C -1.29039 9.95864 -2.08122  O42 1.432, H56 1.115, H57 1.108, H58 1.084
44 H 1.09724 3.54191 -4.74118  C35 1.087
45 H 1.56675 5.19836 -4.40742  C35 1.102
46 H 0.07470 4.54874 -3.81568  C35 1.106
47 H 2.78230 5.45644 -2.17296  C37 1.108
48 H 2.85948 3.91698 -1.21980  C37 1.084
49 H 1.37300 5.01846 0.10418  C38 1.086
50 H 0.34189 4.30662 -1.14833  C38 1.087
51 H 0.35639 6.49154 -2.20523  N39 1.036
52 H 0.05754 6.76037 0.68574  C40 1.070
53 H -1.21859 6.34841 -0.43608  C40 1.088
54 H 0.34026 8.93921 -0.35963  C41 1.100
55 H -1.34607 8.71685 0.24168  C41 1.123
56 H -0.30398 10.47751 -2.11648  C43 1.115
57 H -1.91776 10.40970 -1.28729  C43 1.108
58 H -1.78358 9.99396 -3.04580  C43 1.084
59 C 2.68926 -6.38146 -5.00710  O60 1.438, H68 1.114, H69 1.106, H70 1.079
60 O 3.25443 -5.05992 -5.05160  C59 1.438, C61 1.410
61 C 2.44905 -4.07157 -5.65376  O60 1.410, C62 1.506, H71 1.098, H72 1.100
62 C 3.16967 -2.74872 -5.66502  C61 1.506, N63 1.508, H73 1.095, H74 1.114
63 N 3.03004 -2.07176 -4.32453  C62 1.508, C64 1.452, H75 1.014
64 C 4.15635 -1.25651 -3.90585  N63 1.452, C65 1.507, H76 1.095, H77 1.109
65 C 3.64385 -0.37350 -2.79734  C64 1.507, O66 1.413, H78 1.090, H79 1.107
66 O 4.70865 0.38392 -2.26094  C65 1.413, C67 1.435
67 C 4.23879 1.34391 -1.30348  O66 1.435, H80 1.091, H81 1.124, H82 1.090
68 H 3.54287 -7.07524 -4.82845  C59 1.114
69 H 2.34032 -6.57795 -6.03843  C59 1.106
70 H 1.88479 -6.51579 -4.30009  C59 1.079
71 H 1.51486 -3.83797 -5.12712  C61 1.098
72 H 2.23587 -4.36818 -6.69082  C61 1.100
73 H 2.83274 -2.08543 -6.46890  C62 1.095
74 H 4.25705 -2.98333 -5.73230  C62 1.114
75 H 2.22141 -1.46831 -4.42840  N63 1.014
76 H 4.66424 -0.64854 -4.66144  C64 1.095
77 H 4.91916 -1.85854 -3.37055  C64 1.109
78 H 3.15473 -1.00064 -2.05181  C65 1.090
79 H 2.81842 0.26911 -3.15951  C65 1.107
80 H 5.09265 1.97940 -1.06604  C67 1.091
81 H 3.89516 0.82332 -0.36886  C67 1.124
82 H 3.38527 1.92591 -1.65197  C67 1.090
83 C -1.64720 -1.77815 6.08224  O84 1.429, H92 1.087, H93 1.101, H94 1.103
84 O -0.28635 -2.11563 5.80642  C83 1.429, C85 1.404
85 C 0.57596 -1.38878 6.64335  O84 1.404, C86 1.508, H95 1.076, H96 1.090
86 C 2.00968 -1.64281 6.25069  C85 1.508, N87 1.406, H97 1.113, H98 1.115
87 N 2.21938 -1.33814 4.89393  C86 1.406, C88 1.480, H99 1.021
88 C 3.46956 -1.95156 4.39144  N87 1.480, C89 1.506, H100 1.108, H101 1.119
89 C 3.62275 -1.96410 2.89300  C88 1.506, O90 1.400, H102 1.095, H103 1.096
90 O 2.57046 -2.66816 2.29655  C89 1.400, C91 1.436
91 C 2.76679 -4.08631 2.40682  O90 1.436, H104 1.087, H105 1.094, H106 1.099
92 H -1.93401 -1.91930 7.12137  C83 1.087
93 H -2.29850 -2.40291 5.45200  C83 1.101
94 H -1.81480 -0.71819 5.82865  C83 1.103
95 H 0.47164 -1.61598 7.68990  C85 1.076
96 H 0.38942 -0.32591 6.48766  C85 1.090
97 H 2.27133 -2.70926 6.42979  C86 1.113
98 H 2.69086 -1.07468 6.92609  C86 1.115
99 H 1.40532 -1.55127 4.31607  N87 1.021
100 H 3.59742 -2.98632 4.76740  C88 1.108
101 H 4.32161 -1.36877 4.82419  C88 1.119
102 H 4.57519 -2.43186 2.62454  C89 1.095
103 H 3.57643 -0.94590 2.48984  C89 1.096
104 H 3.74998 -4.32907 2.01169  C91 1.087
105 H 1.99705 -4.50555 1.75193  C91 1.094
106 H 2.67817 -4.50198 3.42056  C91 1.099
107 O 3.67380 2.83983 2.35603  C108 1.381, H111 0.981
108 C 3.69821 3.24294 3.67669  O107 1.381, C109 1.501, H112 1.089, H113 1.098
109 C 3.66684 2.09297 4.64005  C108 1.501, O110 1.438, H114 1.106, H115 1.116
110 O 2.36457 1.48264 4.62797  C109 1.438, H116 0.983
111 H 2.79313 2.53060 2.05403  O107 0.981
112 H 4.65292 3.74797 3.81297  C108 1.089
113 H 2.86829 3.92181 3.91192  C108 1.098
114 H 3.94730 2.43128 5.65520  C109 1.106
115 H 4.41086 1.39004 4.19593  C109 1.116
116 H 2.48848 0.50747 4.62568  O110 0.983
117 O -2.56345 -6.42242 -3.21507  C118 1.439, H121 0.971
118 C -1.46144 -5.93001 -3.99847  O117 1.439, C119 1.483, H122 1.122, H123 1.088
119 C -1.46475 -4.47518 -4.28631  C118 1.483, O120 1.435, H124 1.099, H125 1.105
120 O -1.51768 -3.70241 -3.07803  C119 1.435, H126 0.985
121 H -2.56422 -5.83080 -2.44515  O117 0.971
122 H -0.52555 -6.11696 -3.40923  C118 1.122
123 H -1.40276 -6.50421 -4.92085  C118 1.088
124 H -2.38289 -4.13648 -4.78636  C119 1.099
125 H -0.61071 -4.21410 -4.93710  C119 1.105
126 H -0.58766 -3.59531 -2.77138  O120 0.985
127 O -3.21575 5.37494 0.99298  C128 1.449, H131 0.978
128 C -2.30791 4.44762 1.63732  O127 1.449, C129 1.567, H132 1.100, H133 1.084
129 C -2.15574 4.49274 3.19620  C128 1.567, O130 1.434, H134 1.101, H135 1.093
130 O -1.51387 3.31168 3.69630  C129 1.434, H136 0.967
131 H -4.05480 5.31623 1.49275  O127 0.978
132 H -2.64687 3.44528 1.33618  C128 1.100
133 H -1.33953 4.55854 1.16238  C128 1.084
134 H -3.13994 4.46792 3.68822  C129 1.101
135 H -1.65513 5.44533 3.38488  C129 1.093
136 H -1.23278 3.38994 4.61811  O130 0.967
137 O -2.77499 -4.17321 0.11365  C138 1.431, H141 0.960
138 C -1.51993 -3.49951 0.25455  O137 1.431, C139 1.508, H142 1.085, H143 1.075
139 C -0.91668 -3.72800 1.61774  C138 1.508, O140 1.416, H144 1.102, H145 1.075
140 O -0.64855 -5.11726 1.68405  C139 1.416, H146 0.962
141 H -2.59631 -5.07635 0.38520  O137 0.960
142 H -0.83370 -3.82112 -0.52149  C138 1.085
143 H -1.69369 -2.44938 0.10510  C138 1.075
144 H -1.66921 -3.47056 2.38114  C139 1.102
145 H -0.01969 -3.14360 1.71768  C139 1.075
146 H -0.47942 -5.35363 2.60159  O140 0.962
147 O 4.03029 -4.35031 -2.15355  C148 1.388, H151 0.960
148 C 2.98406 -4.77138 -1.34489  O147 1.388, C149 1.481, H152 1.095, H153 1.077
149 C 1.95443 -3.75028 -1.04551  C148 1.481, O150 1.431, H154 1.095, H155 1.095
150 O 1.23435 -3.39953 -2.23095  C149 1.431, H156 0.988
151 H 3.79547 -4.35254 -3.08409  O147 0.960
152 H 2.55253 -5.67766 -1.78339  C148 1.095
153 H 3.37818 -4.99201 -0.36704  C148 1.077
154 H 2.38337 -2.90628 -0.49587  C149 1.095
155 H 1.18583 -4.22876 -0.42999  C149 1.095
156 H 1.80884 -2.88668 -2.84916  O150 0.988
157 O -1.10155 1.69591 -6.46936  C158 1.470, H161 0.960
158 C -1.16668 0.24494 -6.69275  O157 1.470, C159 1.479, H162 1.092, H163 1.088
159 C -0.54946 -0.42458 -5.52681  C158 1.479, O160 1.424, H164 1.085, H165 1.102
160 O 0.82767 -0.10252 -5.36134  C159 1.424, H166 0.949
161 H -1.76639 2.12645 -7.01111  O157 0.960
162 H -2.18006 -0.12358 -6.86486  C158 1.092
163 H -0.54928 0.03047 -7.56304  C158 1.088
164 H -0.57701 -1.48699 -5.74704  C159 1.085
165 H -1.15236 -0.27202 -4.61752  C159 1.102
166 H 1.01527 0.77572 -5.05428  O160 0.949
167 O -4.77030 3.13949 3.95011  C168 1.407, H171 0.973
168 C -4.45677 1.91958 3.32288  O167 1.407, C169 1.506, H172 1.123, H173 1.092
169 C -3.92185 0.90053 4.29488  C168 1.506, O170 1.416, H174 1.099, H175 1.101
170 O -4.89509 0.52887 5.25327  C169 1.416, H176 0.953
171 H -5.60113 2.92781 4.41111  O167 0.973
172 H -5.34348 1.55702 2.73707  C168 1.123
173 H -3.63009 2.05163 2.62199  C168 1.092
174 H -3.07925 1.36778 4.82331  C169 1.099
175 H -3.53254 0.02018 3.76019  C169 1.101
176 H -5.36640 -0.19602 4.85202  O170 0.953

Output
SMILES string: COC[C@H](C)N.COC[C@H](C)N.COCCNCCOC.COCCNCCOC.COCCNCCOC.OCCO.OCCO.OCCO.OCCO.OCCO.OCCO.OCCO
Total energy in eV: -95735.1806